[1]
C35H42NO5P2S5Ti as an isolated structure. Source: the OMol25 dataset; level of theory: ωB97M-V with the def2-TZVPD basis set.

Computed properties:
- LUMO energy (spin up / spin down): 2.1 / 2.1 eV
- Kohn-Sham gap (spin up / spin down): 5.05 / 6.76 eV
- Expectation value of S²: 2.00
- HOMO energy (spin up / spin down): -2.90 / -4.61 eV

Structure (ORCA input):
```
! wB97M-V def2-TZVPD RIJCOSX def2/J DEFGRID3
* xyz -1 3
Ti -0.59188 -0.21688 -0.82278
C 1.61404 -3.31060 1.78699
C 0.61155 -2.61483 2.71082
S 0.59290 -0.81052 2.75241
C 2.32404 -0.35153 2.93373
C 2.88967 0.56710 1.81732
S 2.13057 0.58811 0.16950
C 3.19650 -0.58835 -0.68992
C 3.26033 -1.98207 -0.06630
S 1.65421 -2.81033 0.04755
H 1.36420 -4.37385 1.80624
H 2.62777 -3.23665 2.18703
H 0.76352 -3.00564 3.72143
H -0.40921 -2.84974 2.40699
H 2.91674 -1.26346 3.00389
H 2.44715 0.17171 3.88420
H 3.94279 0.32210 1.65546
H 2.87003 1.60207 2.17057
H 4.20562 -0.17080 -0.74412
H 2.78993 -0.63478 -1.69928
H 3.69954 -1.92726 0.93213
H 3.93200 -2.59016 -0.67502
C -1.02162 4.23683 -0.28004
C 0.00943 4.15326 0.86349
P 0.05502 2.52618 1.73335
C -1.58780 2.51340 2.55669
C -2.07895 1.27237 2.96054
C -3.30282 1.16902 3.61549
C -4.05399 2.30600 3.85710
C -3.57941 3.54814 3.45062
C -2.35239 3.64880 2.80984
C 1.14266 2.96428 3.15554
C 2.35537 3.61104 2.91706
C 3.24268 3.87964 3.95201
C 2.93722 3.49441 5.24907
C 1.74125 2.84181 5.49951
C 0.85124 2.58075 4.46357
C -0.45434 4.04611 -1.68336
P -0.09891 2.27933 -2.16817
C -1.24380 2.20940 -3.62482
C -2.57953 2.48484 -3.30868
C -3.58540 2.40269 -4.25405
C -3.27710 2.03013 -5.55625
C -1.96335 1.76090 -5.88789
C -0.95246 1.85241 -4.93466
C 1.61791 2.34493 -2.82420
C 2.08795 1.41376 -3.75235
C 3.42709 1.40689 -4.12706
C 4.32632 2.29930 -3.56577
C 3.87895 3.20222 -2.61462
C 2.53900 3.21814 -2.25074
H -1.45555 5.24027 -0.24709
H -1.86780 3.56269 -0.10867
H -0.15549 4.95294 1.58868
H 1.01390 4.32384 0.47042
H -1.50483 0.37340 2.75604
H -3.66569 0.19292 3.91513
H -5.01353 2.22937 4.35460
H -4.16664 4.44002 3.63315
H -1.99698 4.62738 2.50680
H 2.62907 3.90190 1.90936
H 4.17693 4.38528 3.73842
H 3.62859 3.69831 6.05726
H 1.49062 2.53117 6.50706
H -0.07978 2.07193 4.68332
H 0.42714 4.67494 -1.82070
H -1.16905 4.41028 -2.41437
H -2.84608 2.77064 -2.29410
H -4.61121 2.61003 -3.96996
H -4.06056 1.93873 -6.29874
H -1.70876 1.45271 -6.89488
H 0.04547 1.61327 -5.23814
H 1.43514 0.65162 -4.15653
H 3.76172 0.67429 -4.85141
H 5.37066 2.28220 -3.85505
H 4.56897 3.89107 -2.14250
H 2.23136 3.91017 -1.47563
N -2.56678 0.72552 -0.09543
C -3.37642 -0.41143 0.40725
C -2.50554 -1.54410 0.96485
O -2.98214 -2.27503 1.83205
O -1.32850 -1.62401 0.46475
H -2.59413 1.48899 0.56290
H -2.95141 1.06267 -0.97192
H -3.94308 -0.82658 -0.42288
H -4.07823 -0.09838 1.17890
O 0.62840 -0.70784 -2.39212
S -0.18594 -1.60212 -3.35218
O 0.11076 -1.16274 -4.70919
O 0.09354 -2.99346 -3.08226
S -2.08038 -1.09940 -2.78324
*
```

Charges per atom according to Mulliken partitioning, unit e:
1 Ti 1.44
2 C -0.89
3 C -0.84
4 S 0.58
5 C -1.39
6 C -0.37
7 S 0.94
8 C -0.92
9 C -0.87
10 S 0.08
11 H 0.48
12 H 0.38
13 H 0.58
14 H 0.15
15 H 0.55
16 H 0.60
17 H 0.92
18 H -0.61
19 H 0.68
20 H -0.18
21 H 0.34
22 H 0.57
23 C -0.38
24 C -1.63
25 P 2.63
26 C -0.51
27 C 0.02
28 C -0.74
29 C -0.68
30 C -0.75
31 C -0.52
32 C 0.49
33 C -0.87
34 C -0.44
35 C -0.64
36 C -0.65
37 C -0.61
38 C -1.87
39 P 2.48
40 C 1.00
41 C -0.89
42 C -0.83
43 C -0.60
44 C -0.79
45 C -0.26
46 C 0.53
47 C -0.18
48 C -1.21
49 C -0.56
50 C -0.90
51 C -0.17
52 H 0.50
53 H 0.03
54 H 0.68
55 H 0.28
56 H -0.07
57 H 0.52
58 H 0.37
59 H 0.39
60 H 0.32
61 H 0.14
62 H 0.41
63 H 0.38
64 H 0.40
65 H 0.28
66 H 0.91
67 H 0.72
68 H 0.07
69 H 0.41
70 H 0.35
71 H 0.41
72 H 0.28
73 H 0.17
74 H 0.46
75 H 0.36
76 H 0.42
77 H -0.09
78 N -0.75
79 C -0.84
80 C 0.52
81 O -0.82
82 O -0.20
83 H -0.13
84 H 0.09
85 H 0.55
86 H 0.35
87 O -0.85
88 S 1.21
89 O -0.74
90 O -0.69
91 S -0.48

[2]
C35H43As3Br2CuN5Se as an isolated structure. Source: the OMol25 dataset; level of theory: ωB97M-V with the def2-TZVPD basis set.

Computed properties:
- LUMO energy (spin up / spin down): -3.1 / -3.1 eV
- Kohn-Sham gap (spin up / spin down): 6.51 / 6.93 eV
- Expectation value of S²: 0.79
- HOMO energy (spin up / spin down): -9.65 / -10.07 eV
- Relative energy (zero: lowest compared OMol25 entry of this formula, charge and spin): 184.9 kJ/mol

Structure (ORCA input):
```
! wB97M-V def2-TZVPD RIJCOSX def2/J DEFGRID3
* xyz 1 2
Cu 15.71210 -16.62968 0.63903
Br 21.53850 -16.59738 4.29780
C 19.86915 -16.66558 3.29070
C 18.74969 -16.36100 3.88995
C 17.48713 -16.52281 3.24449
N 17.30599 -16.92573 2.04729
C 18.46927 -17.15158 1.25972
C 19.89761 -17.01082 1.83895
C 17.94193 -17.71848 -1.05567
C 18.57787 -18.14064 -2.20814
C 18.08999 -17.61276 -3.42349
Br 18.99943 -18.00996 -5.07693
C 16.89865 -16.89859 -3.45195
C 16.29901 -16.65952 -2.21160
N 16.80948 -16.99905 -1.02479
H 18.64142 -16.13244 4.95458
H 16.57134 -16.42843 3.86364
H 21.82624 -17.64888 1.59517
H 19.50268 -18.68637 -2.14300
H 16.48477 -16.38886 -4.31685
H 15.49787 -15.90609 -2.11436
C 13.44722 -18.72807 -1.29565
As 13.38224 -17.44739 0.17103
C 12.20190 -18.40107 1.38481
C 12.07692 -16.11930 -0.49510
C 12.13954 -14.78507 0.34876
C 11.87862 -15.28129 1.83485
C 13.40253 -13.91272 0.19265
As 15.11880 -14.40897 0.96370
C 15.06305 -14.02415 2.89815
C 15.91968 -12.87451 0.24231
C 10.93073 -14.04142 -0.00341
As 10.67194 -13.29525 -1.80356
C 12.30808 -13.28863 -2.80710
C 10.73198 -11.34703 -1.33185
H 12.48269 -18.86710 -1.73577
H 13.75162 -19.65926 -0.85501
H 14.07355 -18.35473 -2.08330
H 11.94254 -17.81570 2.25739
H 12.67177 -19.33370 1.69423
H 11.33945 -18.73181 0.82978
H 11.04257 -16.36765 -0.29680
H 12.18659 -16.03434 -1.57031
H 12.76839 -15.65798 2.31818
H 11.05961 -15.96645 1.81459
H 11.57576 -14.48297 2.47871
H 13.13101 -12.94102 0.46930
H 13.50294 -13.87696 -0.92497
H 15.07990 -12.99528 3.07985
H 15.89935 -14.54277 3.35041
H 14.11059 -14.33483 3.28353
H 15.39364 -11.94778 0.58130
H 15.76477 -12.91953 -0.80742
H 16.97062 -12.81413 0.47031
H 10.75176 -13.16554 0.61875
H 10.02844 -14.57072 0.34044
H 12.67082 -14.34804 -3.03219
H 13.14481 -12.59333 -2.39543
H 11.97527 -12.93069 -3.77002
H 10.67314 -10.88116 -2.31029
H 11.62169 -11.07879 -0.78527
H 9.82118 -11.07113 -0.84639
C 13.23355 -7.07322 7.80023
C 13.09138 -7.94163 6.69695
C 14.06776 -7.98548 5.67353
C 13.96509 -9.00056 4.70067
C 12.92561 -9.88059 4.61685
C 11.96567 -9.86276 5.61349
C 12.05716 -8.90900 6.61263
C 12.84084 -10.89850 3.64325
N 12.65886 -11.79051 2.92894
H 12.39364 -6.98585 8.48300
H 14.17861 -6.48440 7.87944
H 14.97806 -7.44691 5.64677
H 14.76533 -8.96712 3.99446
H 11.15908 -10.56334 5.69274
H 11.30212 -8.83115 7.33784
Se 19.42880 -15.39324 0.70568
N 18.40583 -18.12874 0.18868
C 19.22202 -19.26334 0.33213
C 18.81052 -20.47783 -0.22511
C 19.69859 -21.57827 -0.09734
C 20.95243 -21.53037 0.55366
C 21.27300 -20.29965 1.05821
C 20.51281 -19.19572 0.86084
N 20.87324 -17.91149 1.33715
H 17.85512 -20.64189 -0.76278
H 19.47157 -22.42249 -0.72222
H 21.50865 -22.41222 0.58743
H 22.14951 -20.29594 1.61264
*
```

Charges per atom according to Mulliken partitioning, unit e:
1 Cu -0.17
2 Br -0.14
3 C 0.00
4 C -0.79
5 C -0.26
6 N -0.58
7 C -0.06
8 C -0.39
9 C 0.53
10 C -0.31
11 C -0.61
12 Br -0.16
13 C -0.63
14 C -0.34
15 N 0.65
16 H 0.41
17 H 0.75
18 H 0.38
19 H 0.63
20 H 0.47
21 H 0.24
22 C -1.27
23 As 0.71
24 C -1.45
25 C -1.33
26 C 2.06
27 C -2.28
28 C -1.41
29 As 1.62
30 C -1.37
31 C -1.44
32 C -1.89
33 As 0.29
34 C -0.92
35 C -1.21
36 H 0.49
37 H 0.45
38 H 0.31
39 H 0.41
40 H 0.46
41 H 0.43
42 H 0.52
43 H 0.48
44 H 0.42
45 H 0.54
46 H 0.41
47 H 0.49
48 H -0.36
49 H 0.41
50 H 0.37
51 H 0.35
52 H 0.38
53 H 0.42
54 H 0.41
55 H 0.59
56 H 0.54
57 H 0.20
58 H 0.23
59 H 0.48
60 H 0.41
61 H 0.34
62 H 0.36
63 C -1.05
64 C 1.02
65 C -0.75
66 C -0.49
67 C 0.42
68 C -0.52
69 C -0.65
70 C 0.30
71 N -0.43
72 H 0.31
73 H 0.28
74 H 0.36
75 H 0.42
76 H 0.43
77 H 0.39
78 Se -0.02
79 N 0.85
80 C 0.37
81 C -0.37
82 C -0.65
83 C -0.82
84 C -0.73
85 C 0.29
86 N -0.04
87 H 0.43
88 H 0.37
89 H 0.50
90 H 0.49

no.,DFT total energy (eV)
1,-144578.8446
2,-477020.3772